Record 1
The following is a quantum chemistry calculation of an isolated molecule of C10H12BrNO2 in a non-equilibrium geometry, from OMol25.

As for the multiplicity: 3. The total charge is 0. The calculation puts the LUMO energy (alpha / beta) at 0.81 / -3.20 eV. Its expectation value of S² is 2.02. The HOMO-LUMO gap (alpha / beta) comes out at 6.165 / 6.060 eV.

The geometry in XYZ format:
```
26
Properties=species:S:1:pos:R:3:forces:R:3:lowdin_charge:R:1
C 0.495613 2.452589 0.206754 2.759 0.959 5.567 -0.1530
C -0.377521 2.290127 -1.943531 -0.412 0.615 -2.677 -0.1878
C 0.165449 1.136700 0.491994 -0.374 -0.140 0.828 -0.2044
C 0.325438 2.993603 -1.019233 -0.206 0.639 -1.764 -0.7463
C -0.407256 0.451631 -0.525047 -0.714 -4.768 0.554 -0.1248
C -1.905698 -1.508346 -1.537265 2.081 1.118 1.988 -0.0083
C -0.820996 -1.073120 -0.512548 -1.991 1.243 -1.719 -0.4056
C 2.001558 0.415119 1.907858 3.551 -2.454 1.013 -0.1402
C -0.363550 -3.328534 -0.020289 -0.236 -1.503 0.086 -0.0866
C 0.522156 0.531002 1.881185 -2.684 0.985 -2.364 -0.1752
N -0.767213 1.053446 -1.658486 -0.495 0.602 0.139 0.1870
O -2.189146 -1.193196 -0.144680 0.063 -0.015 -0.313 -0.0024
O 0.034333 -1.987671 -0.003080 1.184 0.443 0.381 -0.0629
Br 0.967480 4.680133 -1.441063 -0.038 0.565 -0.035 0.8040
H 1.110018 2.928710 1.089667 -1.246 -0.376 -2.257 0.1463
H -0.812810 2.723332 -2.847063 0.416 0.130 0.278 0.1211
H -2.201349 -0.753672 -2.270479 -0.271 -0.613 0.136 0.1096
H -1.870441 -2.578373 -1.676017 -0.528 0.150 -0.758 0.0895
H 2.501238 -0.259567 1.123439 -1.388 0.723 0.716 0.1051
H 2.407030 -0.061652 2.859007 -0.737 0.570 -0.796 0.0854
H 2.630977 1.315184 1.811787 -0.979 0.207 0.059 0.0712
H 0.403518 -3.958264 0.499524 -0.922 0.920 0.136 0.1146
H -0.403317 -3.798373 -1.003543 0.308 0.459 -0.558 0.0809
H -1.404149 -3.426161 0.331573 0.589 -0.159 0.593 0.1049
H 0.122996 1.357435 2.562902 0.517 -1.524 -0.370 0.1396
H -0.164358 -0.402082 1.836632 1.754 1.225 1.137 0.1383
```
Positions in Å, forces in eV/Å.

---

Record 2
The following is a quantum chemistry calculation of an isolated molecule of C5H7N3 in a non-equilibrium geometry, from OMol25.

As for the multiplicity: 3. The total charge is 0. The calculation puts the LUMO energy (alpha / beta) at 0.48 / -1.14 eV. Its expectation value of S² is 2.03. The HOMO-LUMO gap (alpha / beta) comes out at 5.544 / 8.097 eV.

The geometry in XYZ format:
```
15
Properties=species:S:1:pos:R:3:forces:R:3:lowdin_charge:R:1
C 0.990146 -1.918164 0.203715 3.417 -2.828 0.385 -0.1381
C 1.930394 -0.845743 0.136982 3.220 -2.652 -0.966 -0.2167
C -0.777344 -0.491604 0.129783 -3.764 2.160 0.049 -0.0217
C -3.163975 0.455962 -0.049873 -3.423 -2.075 0.493 -0.0505
C -1.822058 0.419376 0.086062 4.460 1.228 -0.071 -0.2208
N -0.273891 -1.591724 0.189070 -1.126 -0.685 -0.086 0.0771
N 1.463120 0.312676 0.052860 -3.210 3.329 0.421 -0.1059
N 2.108156 1.523627 -0.053104 -0.482 0.553 -1.257 0.0223
H 1.266115 -3.045883 0.295299 -0.338 2.460 -0.285 0.1384
H 3.044460 -1.030094 -0.085421 -1.610 -0.131 0.723 0.1354
H -3.634848 1.396536 0.114610 -0.199 0.601 -0.145 0.0278
H -3.881302 -0.389056 0.048287 0.941 0.410 -0.301 0.0582
H -1.492366 1.474254 0.102857 0.719 -0.728 0.004 0.0993
H 1.428975 2.292635 -0.383845 1.179 -1.941 0.812 0.1183
H 2.814413 1.437197 -0.787284 0.215 0.299 0.224 0.0769
```
Positions in Å, forces in eV/Å.

---

In order of appearance, electronic energy = -86184.9411, -9761.7845 eV.
In order of appearance, energy relative to the best compared isomer or geometry (same formula, charge and spin) = 0.0, 233.8 kJ/mol.